<P>
Entry from the OMol25 dataset: a 4-piece molecular cluster, C2H14N2O3 overall (ωB97M-V/def2-TZVPD).

HOMO-LUMO gap   10.0 eV
Spin multiplicity   1
Net charge   0

Atoms and positions in Å:
C  -0.51  -2.58  0.34
N  -0.59  -1.28  0.98
C  0.50  -0.42  0.57
N  0.24  0.98  0.90
H  -1.37  -3.19  0.66
H  0.39  -3.17  0.55
H  -0.58  -2.47  -0.74
H  -0.48  -1.45  1.97
H  1.48  -0.73  0.98
H  0.67  -0.46  -0.50
H  0.05  1.05  1.89
H  1.05  1.56  0.74
O  -2.91  1.09  0.59
H  -2.61  0.21  0.83
H  -2.83  1.68  1.35
O  2.38  -0.52  -3.54
H  2.08  -0.92  -2.71
H  1.60  -0.56  -4.10
O  0.69  4.01  -0.46
H  0.05  3.36  -0.78
H  0.69  3.82  0.49

***

<Q>
Entry from the OMol25 dataset: a 4-piece molecular cluster, C2H14N2O3 overall (ωB97M-V/def2-TZVPD).

HOMO-LUMO gap   9.8 eV
Spin multiplicity   1
Net charge   0

Atoms and positions in Å:
N  -0.87  1.58  2.29
C  -0.45  0.90  0.99
C  0.64  -0.13  1.36
N  0.94  -0.87  0.13
H  -0.53  0.84  3.05
H  -0.24  2.36  2.39
H  -0.07  1.60  0.33
H  -1.36  0.40  0.71
H  1.65  0.32  1.56
H  0.45  -0.86  2.19
H  1.94  -1.23  0.07
H  0.44  -1.76  0.03
O  1.85  0.82  -2.21
H  1.23  0.98  -1.44
H  1.82  -0.17  -2.46
O  -6.12  1.79  2.02
H  -5.47  1.75  1.29
H  -6.18  0.82  2.30
O  3.66  -3.46  -5.09
H  2.82  -2.73  -5.35
H  3.83  -2.95  -4.16

***

The structure with the most favorable energy is <P>; the runner-up is 0.0557 hartree above it.

***

<P>
Entry from the OMol25 dataset: a 4-piece molecular cluster, C2H14N2O3 overall (ωB97M-V/def2-TZVPD).

HOMO-LUMO gap   10.2 eV
Spin multiplicity   1
Net charge   0

Atoms and positions in Å:
N  0.09  2.63  0.90
C  -0.17  1.25  0.68
C  -0.93  0.54  1.80
N  -1.30  -0.82  1.42
H  -0.71  3.19  1.21
H  0.85  2.91  1.52
H  0.78  0.71  0.51
H  -0.71  1.13  -0.27
H  -0.30  0.50  2.69
H  -1.78  1.17  2.06
H  -2.11  -1.11  1.95
H  -1.58  -0.84  0.45
O  0.78  -2.94  1.07
H  0.27  -2.13  1.19
H  1.05  -2.94  0.14
O  2.35  5.24  -3.03
H  3.21  4.83  -3.20
H  1.72  4.52  -2.89
O  -0.63  -5.95  -2.37
H  0.20  -5.61  -2.69
H  -1.08  -6.30  -3.14

***

<Q>
Entry from the OMol25 dataset: a 4-piece molecular cluster, C2H14N2O3 overall (ωB97M-V/def2-TZVPD).

HOMO-LUMO gap   10.4 eV
Spin multiplicity   1
Net charge   0

Atoms and positions in Å:
N  1.94  1.26  0.34
C  1.32  0.41  1.37
C  -0.16  0.11  1.17
N  -0.44  -0.51  -0.16
H  2.36  0.65  -0.36
H  1.18  1.67  -0.22
H  1.38  0.94  2.31
H  1.84  -0.55  1.47
H  -0.50  -0.63  1.90
H  -0.76  1.04  1.22
H  -1.30  -0.14  -0.54
H  0.28  -0.32  -0.84
O  0.68  -3.05  0.52
H  -0.02  -2.41  0.26
H  0.24  -3.91  0.51
O  0.21  -3.30  -2.42
H  0.94  -3.24  -1.78
H  0.51  -2.82  -3.19
O  -3.13  5.11  -0.32
H  -3.34  5.05  0.62
H  -3.11  6.05  -0.50

***

<R>
Entry from the OMol25 dataset: a 4-piece molecular cluster, C2H14N2O3 overall (ωB97M-V/def2-TZVPD).

HOMO-LUMO gap   9.9 eV
Spin multiplicity   1
Net charge   0

Atoms and positions in Å:
N  1.39  -0.75  -2.47
C  0.75  -0.08  -1.29
C  1.79  0.22  -0.17
N  1.21  0.82  1.01
H  1.20  -1.71  -2.49
H  2.41  -0.69  -2.54
H  -0.05  -0.69  -0.81
H  0.12  0.89  -1.59
H  2.32  -0.69  0.20
H  2.52  0.91  -0.73
H  1.71  1.00  1.83
H  0.55  1.54  0.85
O  -1.22  1.66  3.34
H  -1.57  0.86  2.86
H  -0.33  1.65  3.08
O  -2.48  -1.89  -0.93
H  -2.58  -1.21  -1.46
H  -1.83  -2.45  -1.27
O  -2.09  0.57  1.06
H  -1.21  0.22  0.82
H  -2.61  -0.17  0.67

***

<S>
Entry from the OMol25 dataset: a 4-piece molecular cluster, C2H14N2O3 overall (ωB97M-V/def2-TZVPD).

HOMO-LUMO gap   9.8 eV
Spin multiplicity   1
Net charge   0

Atoms and positions in Å:
N  -0.70  -1.04  1.38
C  -1.25  -1.39  0.02
C  -0.79  -0.18  -0.84
N  -1.12  -0.25  -2.26
H  0.08  -1.71  1.49
H  -1.26  -1.18  2.20
H  -2.28  -1.74  0.11
H  -0.79  -2.30  -0.42
H  -1.13  0.78  -0.49
H  0.30  -0.18  -0.67
H  -1.14  0.72  -2.62
H  -0.43  -0.60  -2.92
O  2.44  -0.65  -1.15
H  2.63  -1.48  -0.69
H  2.70  -0.94  -2.04
O  2.06  2.74  0.59
H  1.18  2.37  0.78
H  2.18  2.66  -0.36
O  -0.60  1.70  2.83
H  -1.54  1.56  3.02
H  -0.55  1.12  2.05

***

The structure with the most favorable energy is <Q>; the runner-up is 0.0042 hartree above it.